No. 1
Density functional theory data (ωB97M-V/def2-TZVPD) for 14 unconnected molecules or ions with the total composition C4H35N2O14S.

Frontier orbital gap (alpha / beta) in eV: 9.846 / 7.357
HOMO level (alpha / beta) in eV: -10.12 / -10.12
LUMO (alpha / beta) in eV: -0.27 / -2.76

Geometry as ORCA input:
```
! RIJCOSX wB97M-V def2-TZVPD def2/J DEFGRID3
* xyz 0 2
S -0.036 1.604 1.476
O 2.516 -3.237 0.833
O 0.544 -2.364 2.407
O 1.709 0.104 -1.765
O 0.264 3.664 -1.249
O 2.649 2.496 -0.926
O -1.097 2.477 -3.226
O 3.599 -1.678 -1.041
O -1.860 -3.488 1.929
O -2.454 -1.106 3.014
O -4.804 2.550 1.295
O 4.066 0.566 0.336
O -3.189 0.440 0.941
O -0.198 -0.005 -3.621
O 2.754 0.167 2.639
N -1.610 -1.454 -0.641
N -2.754 1.840 -0.746
C -0.161 0.173 0.645
C -0.495 -2.333 -0.997
C -1.185 -0.058 -0.383
C -2.473 0.735 0.008
H -1.563 -0.935 3.033
H 1.743 2.875 -1.080
H 2.372 -4.091 0.338
H -2.740 -0.587 2.272
H 0.193 -1.868 -1.846
H 1.314 -2.733 1.916
H 2.885 -1.147 -1.483
H -1.863 2.566 -3.661
H 0.568 -0.642 0.868
H 3.987 -0.909 -0.511
H -2.344 -2.736 2.403
H 0.641 0.029 -3.020
H -0.828 1.560 2.481
H 0.200 -2.603 -0.176
H 2.154 1.004 -1.589
H -0.936 -3.324 2.180
H 2.926 -2.626 0.232
H 3.664 0.458 1.181
H -4.380 1.693 1.230
H 3.480 1.081 -0.188
H 2.268 -0.615 2.637
H -0.188 3.335 -2.053
H -0.764 1.611 -3.405
H 2.098 0.806 2.618
H -0.778 -0.577 -3.142
H -3.463 2.402 -0.446
H -4.562 2.934 2.219
H -0.274 3.434 -0.493
H -0.862 0.329 -1.429
H -2.052 -1.842 0.133
H 2.981 2.907 -0.096
H -2.100 2.136 -1.458
H 0.157 -1.714 1.783
H -0.949 -3.268 -1.432
H 1.230 -0.036 -0.945
*
```

Calculated atomic charges, method Löwdin, unit e: S 0.925; O -0.062; O -0.082; O -0.072; O -0.057; O -0.088; O 0.011; O -0.109; O -0.114; O 0.005; O -0.095; O -0.018; O 0.034; O -0.077; O 0.016; N -0.026; N 0.236; C -0.482; C -0.099; C -0.323; C -0.454; H -0.017; H 0.017; H 0.106; H -0.006; H 0.107; H 0.012; H 0.015; H 0.013; H 0.064; H 0.034; H 0.025; H 0.050; H -0.112; H 0.055; H 0.079; H -0.019; H -0.027; H -0.011; H -0.033; H -0.029; H 0.004; H 0.017; H -0.006; H -0.045; H 0.012; H 0.058; H 0.099; H -0.004; H 0.136; H 0.058; H 0.100; H 0.069; H -0.015; H 0.111; H 0.010

---

No. 2
Density functional theory data (ωB97M-V/def2-TZVPD) for a molecular structure, C5H11N2.

Frontier orbital gap (alpha / beta) in eV: 7.238 / 6.160
HOMO level (alpha / beta) in eV: -10.62 / -14.07
LUMO (alpha / beta) in eV: -3.38 / -7.91

Geometry as ORCA input:
```
! RIJCOSX wB97M-V def2-TZVPD def2/J DEFGRID3
* xyz 1 3
N -0.993 0.299 0.084
N 1.505 -0.050 0.009
C 2.498 1.092 -0.104
C 2.355 0.536 1.069
C -2.124 -0.034 0.670
C -3.443 0.254 0.053
C 2.031 -1.270 -0.762
H 2.843 0.127 1.933
H -3.366 0.665 -0.916
H 2.686 -0.735 -1.439
H 2.655 1.781 -0.908
H 0.274 0.135 0.174
H -4.118 -0.518 0.282
H -2.008 -0.583 1.550
H -3.683 1.163 0.626
H -1.256 0.833 -0.748
H 2.778 -1.819 -0.254
H 1.366 -1.876 -1.319
*
```

Calculated atomic charges, method Löwdin, unit e: N 0.187; N -0.145; C 0.084; C 0.054; C -0.217; C -0.032; C 0.013; H 0.125; H 0.071; H 0.080; H 0.126; H 0.071; H 0.076; H 0.097; H 0.118; H 0.131; H 0.081; H 0.080

---

No. 3
Density functional theory data (ωB97M-V/def2-TZVPD) for C4H7NO in the gas phase.

Frontier orbital gap in eV: 11.029
SMILES: C[C@H]1CN1C=O
HOMO level in eV: -9.95
LUMO in eV: 1.07

Geometry as ORCA input:
```
! RIJCOSX wB97M-V def2-TZVPD def2/J DEFGRID3
* xyz 0 1
O -1.486 -1.791 -1.531
N 0.170 -0.860 -0.128
C 0.546 1.151 1.379
C 0.209 0.297 -1.033
C -0.591 -1.896 -0.729
C -0.303 0.466 0.331
H -0.146 -2.867 -0.474
H 0.549 2.233 1.195
H 0.181 0.984 2.397
H 1.577 0.790 1.318
H -0.545 0.306 -1.813
H -1.379 0.627 0.402
H 1.220 0.562 -1.315
*
```

Calculated atomic charges, method Löwdin, unit e: O 0.055; N -0.022; C -0.055; C -0.110; C -0.294; C -0.300; H 0.124; H 0.080; H 0.073; H 0.082; H 0.107; H 0.146; H 0.115

---

No. 4
Density functional theory data (ωB97M-V/def2-TZVPD) for a molecular structure, C8H26O5.

Frontier orbital gap in eV: 8.260
HOMO level in eV: -7.97
LUMO in eV: 0.29

Geometry as ORCA input:
```
! RIJCOSX wB97M-V def2-TZVPD def2/J DEFGRID3
* xyz 0 1
O -0.283 -1.826 -3.198
O -1.237 0.301 2.397
O 1.487 -1.828 1.581
O 0.187 -0.421 0.932
O 0.807 1.801 0.604
C 1.163 -1.243 -1.470
C -0.216 3.621 -0.380
C 0.732 2.519 -0.615
C -1.379 1.639 2.613
C 0.385 1.623 -1.849
C -1.116 -2.530 -1.223
C -0.321 -1.401 -1.874
C 0.809 -3.060 1.706
H 1.469 -3.921 1.809
H 1.554 -0.363 -1.980
H 1.155 0.870 -2.017
H 0.887 -1.153 1.257
H -2.395 1.894 2.914
H 1.807 -2.087 -1.719
H 0.262 4.390 0.227
H -0.586 -3.474 -1.356
H -1.398 -0.197 3.202
H 0.159 -3.118 0.833
H -1.153 2.294 1.772
H -1.164 3.385 0.105
H -0.721 1.911 3.439
H -2.108 -2.680 -1.649
H -0.473 3.970 -1.380
H 0.348 0.354 0.393
H -0.547 -0.174 1.494
H 1.726 2.953 -0.722
H 0.990 2.481 1.257
H -0.552 1.127 -1.596
H -1.139 -2.513 -0.133
H 0.271 -3.102 2.653
H -0.891 -0.486 -1.713
H 1.273 -0.988 -0.416
H 0.391 2.210 -2.767
H -0.182 -2.779 -3.132
*
```

Calculated atomic charges, method Löwdin, unit e: O -0.053; O -0.014; O -0.146; O 0.039; O -0.071; C -0.029; C -0.064; C -0.444; C -0.111; C -0.009; C -0.058; C -0.465; C -0.167; H 0.068; H 0.041; H 0.039; H -0.280; H 0.096; H 0.102; H 0.092; H 0.082; H 0.151; H 0.038; H 0.063; H 0.078; H 0.104; H 0.088; H 0.089; H 0.034; H -0.082; H 0.142; H 0.114; H 0.077; H 0.050; H 0.062; H 0.103; H 0.062; H 0.099; H 0.079

---

No. 5
Density functional theory data (ωB97M-V/def2-TZVPD) for a molecular structure, C39H33AsBrF6N5O5SSeW.

Frontier orbital gap (alpha / beta) in eV: 6.547 / 5.787
HOMO level (alpha / beta) in eV: -9.80 / -9.98
LUMO (alpha / beta) in eV: -3.26 / -4.19

Geometry as ORCA input:
```
! RIJCOSX wB97M-V def2-TZVPD def2/J DEFGRID3
* xyz 1 4
W -0.147 0.785 0.136
Br 0.778 3.047 1.747
Se -1.241 -2.329 1.040
As 0.298 2.576 -3.016
S 2.366 0.856 4.557
F 0.780 2.925 -1.288
F 1.250 1.123 -2.951
F 1.604 3.525 -3.604
F -0.784 3.931 -2.865
F -0.986 1.526 -2.178
F -0.353 2.161 -4.553
O -0.701 0.602 2.250
O 2.895 1.966 5.277
O -2.703 6.661 0.263
O 0.973 -0.468 1.447
O 1.626 1.146 3.330
N 1.347 0.012 5.578
N -2.118 0.167 -0.134
N -1.344 2.685 0.129
N 1.994 0.821 -0.440
N 0.014 -0.670 -1.188
C -1.114 -1.146 -1.829
C -3.609 -1.972 -2.781
C -2.450 -2.328 -3.437
C 3.666 -0.262 4.116
C 5.307 -1.892 4.678
C -0.766 3.700 0.847
C -1.200 -1.935 -2.976
C 4.149 -0.197 2.824
C -2.781 -2.389 2.198
C 2.817 -3.057 -1.726
C 1.505 -2.604 -1.630
C 3.661 -0.875 -1.102
C -4.514 0.080 0.194
C 5.819 -1.840 3.385
C -3.048 -1.329 3.063
C -2.955 4.381 -0.541
C 1.257 -1.282 -1.276
C 0.329 -1.113 3.679
C -1.180 4.996 0.937
C -3.248 0.514 0.545
C 3.876 -2.206 -1.509
C 3.036 1.677 -0.290
C 0.273 -0.200 2.475
C 5.219 -0.990 2.459
C -3.568 -1.139 -1.649
C -2.469 3.103 -0.559
C -4.969 -2.481 3.920
C -3.628 -3.499 2.200
C 4.700 0.058 -0.899
C 4.233 -1.105 5.052
C 7.017 -2.647 3.015
C -4.714 -3.535 3.054
C -2.314 5.386 0.210
C -2.304 -0.690 -1.204
C 4.358 1.342 -0.525
C 0.084 -0.422 5.015
C 2.331 -0.433 -0.917
C -4.131 -1.377 3.919
C -4.701 -0.735 -0.908
H -5.812 -2.523 4.592
H -3.437 6.844 -0.339
H -0.448 -1.868 3.520
H -0.607 0.415 4.857
H 6.931 -3.052 2.010
H -0.633 5.713 1.523
H -0.304 -2.209 -3.510
H 2.995 -4.085 -2.001
H -5.680 -1.085 -1.190
H -3.423 -4.324 1.533
H 7.169 -3.464 3.715
H -4.319 -0.552 4.590
H 3.834 -1.134 6.052
H 5.113 2.101 -0.399
H -2.403 -0.464 3.071
H 5.600 -0.935 1.450
H 5.725 -0.224 -1.071
H 5.763 -2.546 5.406
H -3.109 1.150 1.412
H 7.901 -2.011 3.042
H -0.366 -1.129 5.717
H 1.255 0.482 6.465
H 1.296 -1.621 3.673
H 3.685 0.479 2.124
H -3.825 4.618 -1.134
H -2.981 2.360 -1.157
H -5.354 0.386 0.796
H 4.891 -2.543 -1.648
H 2.809 2.688 0.017
H -2.509 -2.938 -4.324
H -5.368 -4.396 3.054
H 0.676 -3.275 -1.800
H -4.570 -2.316 -3.129
*
```

Calculated atomic charges, method Löwdin, unit e: W 1.726; Br 1.099; Se 1.096; As 0.865; S 0.716; F -0.340; F -0.209; F -0.205; F -0.223; F -0.308; F -0.208; O -0.203; O -0.245; O 0.126; O -0.179; O -0.448; N -0.112; N -0.109; N -0.130; N -0.044; N -0.147; C -0.273; C -0.015; C -0.041; C -0.282; C -0.017; C -0.604; C 0.015; C -0.037; C -0.550; C -0.049; C 0.000; C -0.142; C -0.026; C -0.254; C -0.145; C 0.026; C -0.225; C -0.095; C -0.004; C -0.129; C -0.019; C -0.118; C -0.742; C -0.009; C -0.145; C -0.107; C -0.066; C -0.116; C 0.015; C -0.042; C -0.037; C -0.072; C -0.270; C -0.228; C -0.027; C -0.194; C -0.165; C -0.070; C 0.047; H 0.109; H 0.136; H 0.085; H 0.129; H 0.083; H 0.129; H 0.122; H 0.113; H 0.127; H 0.098; H 0.082; H 0.109; H 0.117; H 0.119; H 0.075; H 0.102; H 0.126; H 0.119; H 0.124; H 0.094; H 0.134; H 0.118; H 0.137; H 0.097; H 0.129; H 0.119; H 0.120; H 0.116; H 0.072; H 0.116; H 0.109; H 0.112; H 0.117

---

No. 6
Density functional theory data (ωB97M-V/def2-TZVPD) for 2 unconnected molecules or ions with the total composition C2H2BrFO.

Frontier orbital gap in eV: 9.363
SMILES: O=C=CF.Br
HOMO level in eV: -9.38
LUMO in eV: -0.02

Geometry as ORCA input:
```
! RIJCOSX wB97M-V def2-TZVPD def2/J DEFGRID3
* xyz 0 1
Br 2.922 -0.012 0.785
F -0.566 1.646 -0.959
O -1.548 -1.623 -0.453
C -0.863 0.651 -0.111
C -1.300 -0.511 -0.416
H -0.870 0.893 0.957
H 2.225 -1.045 0.197
*
```

Calculated atomic charges, method Löwdin, unit e: Br 0.351; F 0.015; O 0.206; C -0.182; C -0.194; H 0.135; H -0.331

---

Listing relative energy (zero: lowest compared OMol25 entry of this formula, charge and spin) for the structures above in their given order: 0.0; 537.3; 206.2; 582.9; 219.2; 101.2 kJ/mol.
Listing largest force on an atom for the structures above in their given order: 5.24; 6.81; 0.65; 8.95; 3.30; 3.04 eV/Å.